ORCA calculation (ωB97M-V with the def2-TZVPD basis set) on the molecule C18H27N5O2.

ORCA input file:
```
! RIJCOSX wB97M-V def2-TZVPD def2/J DEFGRID3
* xyz 0 1
O -0.98561 -1.23768 2.37020
C -0.51943 -1.13741 1.25259
C 0.90893 -1.56250 0.92649
N 1.39236 -0.93034 -0.28371
C 2.42825 -1.68610 -0.96629
C 2.73507 -1.00382 -2.30485
N 3.18041 0.35024 -2.08326
C 4.49856 0.68266 -1.90858
C 5.55694 -0.07919 -2.43603
C 6.84729 0.37380 -2.27289
C 7.07960 1.56686 -1.59808
C 5.97673 2.24990 -1.12246
N 4.73328 1.82935 -1.26302
C 2.17100 1.10938 -1.37541
C 1.83764 0.43670 -0.04292
N -1.19216 -0.68886 0.16687
C -2.53873 -0.26115 0.04319
O -2.93686 0.10432 -1.03932
N -3.24158 -0.31157 1.17857
C -4.64704 0.02678 1.25292
C -4.87920 1.09748 2.31957
C -6.36138 1.45010 2.40470
C -7.19086 0.20773 2.71403
C -6.95995 -0.86212 1.65147
C -5.47927 -1.21930 1.56558
H 1.54003 -1.36691 1.80754
H 0.87847 -2.64712 0.77986
H 2.06358 -2.70034 -1.14549
H 3.35591 -1.74416 -0.37002
H 3.47558 -1.57909 -2.85604
H 1.81670 -0.96108 -2.89950
H 5.37903 -0.99806 -2.97072
H 7.67295 -0.19920 -2.67103
H 8.07809 1.94573 -1.45254
H 6.08187 3.18695 -0.58970
H 2.55386 2.11381 -1.20397
H 1.27511 1.15110 -2.00182
H 1.03733 0.98298 0.45999
H 2.73286 0.45648 0.60138
H -0.64768 -0.64862 -0.69118
H -2.77458 -0.65124 2.01339
H -4.92389 0.41620 0.26751
H -4.29359 1.98632 2.07794
H -4.53568 0.71766 3.28490
H -6.51632 2.20463 3.17832
H -6.68622 1.87442 1.45232
H -8.25004 0.46885 2.75425
H -6.90543 -0.18506 3.69256
H -7.54119 -1.75550 1.88797
H -7.29733 -0.48923 0.68210
H -5.31654 -1.96853 0.78852
H -5.14591 -1.63989 2.51754
*
```

Results
* SMILES: O=C(CN1CCN(c2ccccn2)CC1)NC(=O)NC1CCCCC1
* maximum force: 0.5 eV/A
* energy relative to the best compared isomer or geometry (same formula, charge and spin): 0.000 eV
* LUMO: 0.72 eV
* HOMO-LUMO gap: 0.3222 Ha

ORCA calculation (ωB97M-V with the def2-TZVPD basis set) on a structure of composition C31H20N6O4Pd in a non-equilibrium geometry.

ORCA input file:
```
! RIJCOSX wB97M-V def2-TZVPD def2/J DEFGRID3
* xyz 0 1
Pd 0.98427 -0.73167 0.73436
O -1.49015 -3.95164 1.58860
C -1.07733 -2.80282 1.42735
N 0.16553 -2.53286 0.88270
C 1.07048 -3.48408 0.50719
C 0.80861 -4.86000 0.37368
C 1.78225 -5.72099 -0.06886
C 3.06203 -5.26505 -0.42118
C 3.38192 -3.94090 -0.28775
C 2.43020 -3.03196 0.21595
N 2.69027 -1.73762 0.48379
C 3.76718 -0.98293 0.06558
O 4.82528 -1.40301 -0.38691
C 3.51338 0.46736 0.24746
C 4.48782 1.38744 -0.14098
C 4.28245 2.73306 0.06033
C 3.11476 3.13356 0.72798
C 2.18827 2.17853 1.08668
N 2.34515 0.87520 0.83243
C -1.91275 -1.68971 1.91706
C -2.98185 -2.09467 2.71827
C -3.84774 -1.21473 3.31975
C -3.62220 0.16326 3.12250
C -2.59596 0.56609 2.33354
N -1.74888 -0.30596 1.68159
H -0.17639 -5.23394 0.59836
H 1.54014 -6.76835 -0.17240
H 3.78676 -5.96334 -0.80945
H 4.35546 -3.55246 -0.54731
H 5.38474 0.99601 -0.59338
H 4.99652 3.46602 -0.28179
H 2.93532 4.17256 0.95728
H 1.26971 2.45677 1.59481
H -3.09960 -3.15842 2.85935
H -4.65326 -1.56271 3.94093
H -4.25657 0.89598 3.59620
H -2.36557 1.60826 2.17996
O 0.80615 -2.74389 -2.57267
C 0.56088 -1.55973 -2.58977
C 0.05362 -0.74577 -3.79263
C -0.07311 0.69205 -3.27848
C 0.33596 0.53913 -1.84448
O 0.21822 1.49308 -0.91119
N 0.66599 -0.70654 -1.52675
H -0.90652 -1.16054 -4.10198
H 0.75183 -0.84859 -4.62111
H -1.09302 1.08245 -3.34581
H 0.57523 1.38972 -3.81301
N -4.88421 6.77804 -0.59515
C -4.24166 5.82736 -0.55171
C -3.43593 4.67188 -0.47635
C -2.04198 4.79302 -0.47960
C -1.26154 3.67289 -0.33163
C -1.83720 2.40066 -0.17245
C -3.23184 2.28383 -0.23030
C -4.01924 3.40454 -0.38426
C -0.91222 1.28238 0.00073
C -0.80347 0.19074 0.79786
H -1.58686 5.76768 -0.58226
H -0.18558 3.75976 -0.33322
H -3.69834 1.31133 -0.17734
H -5.09540 3.31425 -0.43009
*
```

Results
* maximum force: 4.0 eV/A
* energy relative to the best compared isomer or geometry (same formula, charge and spin): 1.683 eV
* LUMO (alpha / beta): -1.80 / -1.80 eV
* HOMO-LUMO gap (alpha / beta): 0.1676 / 0.1677 Ha